The following is a DFT calculation (wB97M-V/def2-TZVPD) of 2 unconnected molecules or ions with the total composition C2H7Br2N2.

```
13
Properties=species:S:1:pos:R:3:forces:R:3:mulliken_spin:R:1
C -0.686674 -0.636260 -0.346526 -1.753 2.407 4.466 0.6923
C 0.416411 0.144253 0.290115 0.789 1.172 -0.153 0.0057
N 0.489436 -1.392300 -1.778307 0.328 -2.563 -0.119 1.2264
N 0.036430 1.206348 1.439843 2.813 0.864 0.265 0.0293
Br -2.117374 0.399490 -1.104502 0.722 -0.440 0.162 0.1001
Br 1.351048 1.371311 -0.849263 0.338 0.476 -1.056 0.0303
H -1.104433 -1.310783 0.456726 0.339 0.030 -1.267 -0.0177
H 1.281821 -0.465480 0.620919 -1.143 0.068 0.538 0.0240
H 0.597311 -2.336944 -1.355769 0.661 0.547 -0.928 -0.0499
H -0.116195 -1.461587 -2.569591 0.180 0.028 -1.408 -0.0300
H -0.458728 0.790723 2.164301 -1.275 -1.378 1.897 -0.0110
H -0.559657 1.944647 1.105963 -0.438 0.373 -0.882 -0.0007
H 0.870604 1.746583 1.926092 -1.562 -1.583 -1.515 0.0011
```
Forces are in eV/Å.

Summary:
charge = +1
2S+1 = 3
E = -5337.46704 a.u.
expectation value of S² = 2.01
orbital gap (alpha / beta) = 7.56 / 7.43 eV
largest force on an atom = 5.4 eV/Å